38
Properties=species:S:1:pos:R:3 method="wB97M-V/def2-TZVPD" homo_lumo_gap_ev="4.5 / 3.0" relative_energy_kcal_mol=0.0 e_tot_ev=-51994.158 multiplicity=2 homo_ev="-14.28 / -14.27" total_charge=+2
N 3.050 0.998 0.568
H 5.944 2.520 -0.064
F -6.933 -1.372 -0.361
O 0.394 0.439 1.646
H 3.430 -2.740 -1.047
C 5.137 2.318 0.636
C -5.818 -0.686 -0.237
C 4.303 1.207 0.152
H 2.496 1.548 1.213
O 1.500 -0.149 3.731
H 2.141 -1.887 -1.936
N -3.652 -0.094 -0.959
C -4.818 -0.835 -1.109
H -4.883 -1.504 -1.955
O 1.083 -1.734 1.952
C 4.608 0.171 -0.774
O -1.257 -1.208 -0.046
H -2.336 0.829 -2.299
H 3.781 -1.890 -2.553
O -0.131 -0.060 -1.474
Cl 0.537 -0.625 2.848
H 4.550 3.221 0.802
C -3.440 0.769 0.106
Ir 0.730 -0.783 0.165
C -1.301 -0.499 -1.100
C -5.742 0.250 0.906
C 3.501 -0.618 -0.868
O -2.341 1.299 0.226
O -6.581 0.444 1.719
C 3.197 -1.851 -1.636
C -2.540 -0.152 -1.863
N -4.486 0.919 0.948
H 5.546 0.054 -1.293
H -4.366 1.567 1.717
H 5.589 2.033 1.593
N 2.529 -0.106 -0.023
O -0.717 -0.935 3.349
H -2.705 -0.857 -2.680